Molecular formula: C3H4O3
Method: DFT, ωB97M-V/def2-TZVPD

Each line ends with the Mulliken charge.
Element x y z (Å)
O  0.450  0.736  2.204  -0.5468
C  0.245  0.516  1.045  0.5306
C  -0.965  -0.022  0.398  -0.2836
O  -0.798  0.066  -0.979  -0.3684
C  0.590  -0.120  -1.111  -0.1140
O  1.193  0.461  0.041  -0.3138
H  -2.001  0.206  0.679  0.3529
H  -0.440  -0.999  0.871  0.2173
H  0.952  0.363  -2.021  0.2447
H  0.773  -1.208  -1.128  0.2810

## Properties
Highest occupied orbital energy, eV: -10.3
SMILES: O=C1COCO1
Strongest force on any atom, eV Å⁻¹: 2.9
Kohn-Sham gap, eV: 11.0
ΔE to the lowest compared entry with this formula, charge and spin, kcal/mol: 42.7
Multiplicity: 1
Calculated total energy, eV: -9316.850

***

Molecular formula: C48H107AgN7O18
Method: DFT, ωB97M-V/def2-TZVPD

Each line ends with the Mulliken charge.
Element x y z (Å)
Ag  0.749  0.519  -0.781  0.0815
C  -2.587  2.096  1.670  -0.2644
C  -1.422  1.630  1.102  0.6755
C  -0.055  2.048  1.668  -0.9038
O  0.917  1.337  1.301  -0.2035
C  0.114  3.065  2.601  0.0523
C  -1.066  3.625  3.101  0.1424
C  -2.459  3.239  2.515  -0.9982
O  -3.366  3.991  2.859  -0.7323
O  -1.135  4.496  3.983  -0.8373
O  -1.370  0.875  0.121  -0.3139
H  -3.566  1.970  1.267  1.1192
H  1.115  3.427  2.776  0.9152
C  0.277  7.173  1.259  -0.9210
O  -0.228  6.178  0.402  -0.1413
C  -1.673  6.022  0.500  -0.9206
C  -2.102  4.929  -0.499  0.7502
N  -3.530  4.788  -0.291  -0.4979
C  -4.158  3.626  -1.005  0.1237
C  -4.407  3.994  -2.470  -1.1743
O  -3.196  4.082  -3.212  0.0106
C  -3.416  4.555  -4.561  -1.0802
H  0.217  6.770  2.264  0.3281
H  -0.306  8.097  1.310  0.3491
H  1.344  7.359  1.043  0.2412
H  -2.190  6.965  0.389  0.5291
H  -1.964  5.588  1.444  0.2229
H  -1.642  4.006  -0.115  -0.7307
H  -1.769  5.061  -1.555  0.4479
H  -3.683  4.554  0.711  0.3431
H  -5.123  3.507  -0.518  0.4450
H  -3.549  2.690  -0.920  -0.3733
H  -4.873  5.027  -2.514  0.5072
H  -5.087  3.346  -2.972  0.6009
H  -3.459  5.644  -4.574  0.3327
H  -4.420  4.231  -4.873  0.4006
H  -2.809  3.953  -5.250  0.2088
C  -3.748  -1.155  2.947  -0.6593
O  -3.568  -1.841  1.686  -0.0601
C  -4.493  -1.408  0.745  -0.4840
C  -4.119  -2.010  -0.595  -0.8253
N  -2.831  -1.477  -1.012  1.1498
C  -2.833  -1.072  -2.452  -0.5542
C  -3.633  0.208  -2.785  0.1920
O  -4.346  0.123  -4.046  -0.5063
C  -3.532  0.482  -5.145  -0.3640
H  -3.762  -0.086  2.835  0.2735
H  -2.907  -1.439  3.583  0.1192
H  -4.680  -1.490  3.437  0.3291
H  -4.604  -0.304  0.745  0.1368
H  -5.484  -1.777  1.036  0.4548
H  -4.942  -1.903  -1.286  0.4662
H  -3.980  -3.096  -0.396  0.0686
H  -2.416  -0.734  -0.474  -0.4532
H  -3.291  -1.797  -3.121  0.6401
H  -1.751  -0.963  -2.811  -0.4846
H  -3.019  1.108  -2.759  0.2189
H  -4.482  0.384  -2.038  -0.0496
H  -3.382  1.586  -5.180  -0.0499
H  -4.106  0.209  -6.042  0.3362
H  -2.593  -0.038  -5.249  0.2130
C  2.578  -0.712  -8.191  -0.8651
O  3.033  -1.228  -6.916  -0.0322
C  3.354  -2.633  -7.012  -0.8650
C  3.450  -3.341  -5.673  -0.3271
N  2.166  -3.606  -5.025  -0.3170
C  2.358  -4.444  -3.864  -0.6842
C  1.236  -4.680  -2.929  -0.5872
O  1.021  -3.400  -2.344  -0.0022
C  -0.064  -3.233  -1.485  -0.5071
H  2.244  0.288  -7.886  0.2201
H  1.756  -1.298  -8.618  0.3459
H  3.431  -0.628  -8.884  0.2958
H  4.349  -2.826  -7.568  0.3268
H  2.625  -3.195  -7.604  0.4029
H  4.127  -2.900  -4.879  0.1852
H  3.876  -4.310  -5.937  0.4700
H  1.811  -2.702  -4.679  0.0439
H  3.194  -4.168  -3.194  0.3033
H  2.636  -5.437  -4.209  0.5027
H  1.471  -5.472  -2.195  0.2981
H  0.306  -5.016  -3.528  0.3025
H  -0.170  -2.204  -1.186  -0.3547
H  -0.013  -3.909  -0.611  0.3435
H  -0.995  -3.426  -2.006  0.3355
C  1.009  0.225  5.057  -0.3919
O  0.067  0.809  5.910  -0.1391
C  0.320  2.211  6.117  -0.2728
C  -0.807  2.763  6.925  -0.6831
N  -1.004  2.155  8.246  -0.3933
C  -1.749  0.933  8.150  -0.0922
C  -2.118  0.441  9.513  -0.6971
O  -2.984  1.362  10.156  -0.2867
C  -3.239  1.092  11.529  -0.7526
H  2.025  0.090  5.572  0.2522
H  1.103  0.757  4.132  0.1437
H  0.545  -0.754  4.820  -0.0588
H  0.376  2.797  5.155  0.0471
H  1.309  2.238  6.613  0.3666
H  -1.723  2.574  6.278  0.2364
H  -0.642  3.861  6.951  0.4695
H  -1.516  2.760  8.901  0.2808
H  -1.068  0.155  7.694  0.1531
H  -2.685  0.916  7.556  0.2166
H  -1.135  0.397  10.111  0.3039
H  -2.539  -0.585  9.474  0.3796
H  -2.269  1.130  12.050  0.3191
H  -3.645  0.101  11.701  0.2840
H  -3.889  1.871  11.863  0.2343
C  2.146  -2.464  2.325  -0.4328
O  2.606  -2.165  1.027  -0.3894
C  3.135  -0.884  0.832  -0.2078
C  3.638  -0.741  -0.607  -0.5850
N  2.551  -0.609  -1.605  1.7502
C  2.961  -0.411  -2.966  -0.0017
C  1.773  -0.125  -3.861  -1.0454
O  1.062  1.052  -3.494  0.0438
C  0.631  1.849  -4.601  -0.8420
H  1.233  -1.944  2.508  -0.1104
H  2.897  -2.055  3.069  0.3198
H  2.146  -3.526  2.430  0.4095
H  3.908  -0.694  1.614  0.5935
H  2.384  -0.141  1.055  -0.3196
H  4.343  -1.544  -0.800  0.3050
H  4.291  0.157  -0.734  0.0108
H  1.960  -1.461  -1.574  -0.1718
H  3.594  -1.230  -3.384  -0.3464
H  3.536  0.505  -3.014  0.0875
H  1.027  -0.912  -3.803  0.0480
H  2.068  0.075  -4.875  0.3836
H  1.464  2.060  -5.247  0.2955
H  0.258  2.789  -4.155  0.1508
H  -0.152  1.419  -5.192  0.3077
C  -1.784  -9.193  -1.244  -0.7180
O  -1.636  -8.455  -0.078  -0.3424
C  -1.626  -7.073  -0.202  -0.0518
C  -1.632  -6.373  1.120  -0.6899
N  -1.606  -4.949  0.827  0.5201
C  -0.901  -4.028  1.686  -0.5824
C  -1.147  -3.961  3.178  0.1532
O  -0.814  -5.159  3.858  -0.3882
C  -1.405  -5.240  5.184  -0.7745
H  -1.891  -10.209  -0.819  0.2492
H  -0.872  -9.183  -1.857  0.2667
H  -2.751  -8.960  -1.777  0.3030
H  -2.495  -6.709  -0.869  0.2327
H  -0.772  -6.674  -0.730  0.0571
H  -0.663  -6.597  1.560  0.2754
H  -2.461  -6.699  1.779  0.2261
H  -2.433  -4.622  0.417  0.0827
H  -1.127  -3.017  1.319  -0.1019
H  0.218  -4.208  1.583  0.2451
H  -2.233  -3.694  3.292  0.3686
H  -0.520  -3.134  3.535  -0.1225
H  -1.237  -4.305  5.696  0.3095
H  -0.953  -6.080  5.751  0.2773
H  -2.489  -5.422  5.187  0.2786
C  4.954  1.157  -5.511  -0.4595
O  5.410  2.097  -4.584  -0.3820
C  6.395  1.534  -3.754  -0.1549
C  6.633  2.461  -2.590  -1.0583
N  5.508  2.454  -1.616  0.2395
C  5.863  3.128  -0.377  -1.1098
C  4.641  3.285  0.460  0.2201
O  3.774  4.133  -0.299  -0.4594
C  2.493  4.321  0.223  -0.4314
H  4.849  0.156  -5.094  0.1184
H  5.645  0.857  -6.365  0.3721
H  4.028  1.557  -5.937  0.1655
H  7.277  1.349  -4.325  0.4898
H  5.984  0.556  -3.365  0.0627
H  6.909  3.454  -3.018  0.3332
H  7.439  2.043  -2.004  0.4821
H  4.672  2.866  -2.011  0.1456
H  6.408  4.119  -0.413  0.2895
H  6.471  2.451  0.195  0.4463
H  4.827  3.730  1.457  0.4984
H  4.168  2.308  0.612  -0.3437
H  1.956  3.400  0.512  -0.0559
H  1.824  4.793  -0.495  0.3088
H  2.493  4.951  1.101  0.3601

## Properties
Highest occupied orbital energy, eV: -4.5
Strongest force on any atom, eV Å⁻¹: 3.1
Kohn-Sham gap, eV: 6.4
ΔE to the lowest compared entry with this formula, charge and spin, kcal/mol: 10.9
Net charge: -1
Multiplicity: 1
Calculated total energy, eV: -102786.607

***

Molecular formula: C3H7NO2
Method: DFT, ωB97M-V/def2-TZVPD

Each line ends with the Mulliken charge.
Element x y z (Å)
C  0.784  -0.056  -0.248  0.1970
C  0.065  -1.083  0.276  -0.8612
C  1.952  0.565  0.456  -1.1420
O  -2.664  0.204  0.493  -0.4876
N  -1.963  0.835  -0.904  0.2907
O  -2.282  0.215  -1.835  -0.1417
H  -3.594  0.415  0.306  0.3080
H  0.840  0.056  -1.325  0.3552
H  0.353  -1.518  1.220  0.2990
H  -0.321  -1.837  -0.394  0.2791
H  1.639  1.149  1.322  0.2724
H  2.524  1.226  -0.198  0.3222
H  2.666  -0.171  0.831  0.3090

## Properties
Highest occupied orbital energy, eV: -9.4
SMILES: C=CC.O=NO
Strongest force on any atom, eV Å⁻¹: 2.9
Kohn-Sham gap, eV: 8.7
ΔE to the lowest compared entry with this formula, charge and spin, kcal/mol: 133.8
Multiplicity: 1
Calculated total energy, eV: -8804.725

***

Molecular formula: C3F3O2
Method: DFT, ωB97M-V/def2-TZVPD

Each line ends with the Mulliken charge.
Element x y z (Å)
C  0.702  0.640  0.117  -0.4705
C  -2.103  0.107  0.592  0.1086
C  1.422  -0.577  -0.022  0.7936
O  1.209  0.042  -1.177  -0.3409
O  1.906  -1.605  0.355  -0.6271
F  1.485  1.752  0.456  -0.2328
F  -2.578  0.794  -0.462  -0.1169
F  -2.042  -1.153  0.140  -0.1140

## Properties
Highest occupied orbital energy (alpha / beta), eV: -3.2 / -3.2
Strongest force on any atom, eV Å⁻¹: 2.3
Kohn-Sham gap (alpha / beta), eV: 7.4 / 7.4
ΔE to the lowest compared entry with this formula, charge and spin, kcal/mol: 92.0
Net charge: -1
Multiplicity: 1
Calculated total energy, eV: -15355.014

***

Molecular formula: C29H69FInNO9P3
Method: DFT, ωB97M-V/def2-TZVPD

Each line ends with the Mulliken charge.
Element x y z (Å)
C  -3.524  3.885  -3.823  -0.9036
C  -3.421  4.578  -5.213  -0.7353
C  -2.110  4.091  -5.880  0.1884
C  -2.262  2.638  -6.433  -0.2114
C  -1.317  2.373  -7.628  -0.9599
C  0.149  2.519  -7.128  0.2505
C  1.184  1.631  -7.850  -1.0048
C  0.930  0.100  -7.729  -0.5968
C  1.625  -0.526  -6.481  -0.8902
C  0.658  -0.414  -5.274  0.5551
C  1.217  -1.085  -4.012  -0.6805
C  0.224  -1.173  -2.828  -0.9287
C  -0.670  0.060  -2.624  -0.6334
C  0.012  1.354  -2.041  0.4599
C  1.459  1.221  -1.475  -1.1398
In  2.398  3.274  -1.771  0.6655
C  0.964  4.695  -2.808  0.9665
C  1.634  6.017  -3.252  -1.1816
F  -0.167  5.061  -1.981  -0.3828
P  4.450  2.946  -3.268  0.0351
N  4.772  4.356  -4.271  -0.6127
O  4.050  1.705  -4.394  -0.5184
H  -4.540  3.912  -3.406  0.3945
H  -2.860  4.418  -3.130  0.2328
H  -3.205  2.839  -3.905  0.1596
H  -4.298  4.366  -5.843  0.3645
H  -3.396  5.665  -5.043  0.3132
H  -1.753  4.777  -6.660  0.5019
H  -1.358  4.028  -5.077  -0.4449
H  -3.305  2.487  -6.756  0.4905
H  -2.020  1.939  -5.621  -0.1934
H  -1.509  1.393  -8.089  0.4094
H  -1.509  3.138  -8.395  0.3688
H  0.181  2.420  -6.036  -0.3083
H  0.437  3.564  -7.336  0.3850
H  1.214  1.886  -8.921  0.3789
H  2.160  1.840  -7.384  0.3467
H  -0.141  -0.129  -7.625  0.2881
H  1.262  -0.377  -8.664  0.4066
H  1.904  -1.573  -6.678  0.4395
H  2.563  0.025  -6.311  0.1449
H  0.605  0.662  -5.048  -0.4802
H  -0.319  -0.800  -5.600  0.4077
H  1.496  -2.125  -4.272  0.4763
H  2.164  -0.581  -3.775  -0.1058
H  0.814  -1.383  -1.921  0.3432
H  -0.403  -2.068  -2.978  0.5834
H  -1.500  -0.254  -1.966  0.4135
H  -1.151  0.353  -3.572  0.1272
H  -0.622  1.704  -1.209  0.3021
H  -0.062  2.151  -2.797  -0.5921
H  1.459  1.062  -0.388  0.2182
H  2.125  0.532  -2.003  0.3814
H  2.862  4.029  -0.220  -0.4077
H  0.512  4.248  -3.715  -0.6582
H  2.721  5.856  -3.309  0.2935
H  1.292  6.379  -4.234  0.2368
H  1.467  6.805  -2.504  0.3135
H  4.752  4.127  -5.262  0.2212
H  5.716  4.653  -4.046  0.2539
H  4.106  0.862  -3.925  0.2884
O  -0.682  -0.865  4.087  -0.7020
P  -2.013  -0.329  3.635  1.1325
O  -2.993  -1.498  4.233  -0.3822
C  -3.239  -1.523  5.635  -0.1980
C  -4.191  -0.417  6.055  -1.2852
O  -1.924  -0.832  2.075  -0.3143
C  -0.679  -1.112  1.431  0.1954
C  -0.418  -2.603  1.435  -1.1115
O  -3.276  0.675  3.269  -0.3539
C  -3.531  1.195  1.954  0.0927
C  -4.512  0.306  1.222  -1.1130
H  -2.297  -1.471  6.188  0.1290
H  -3.700  -2.486  5.859  0.4090
H  -3.734  0.567  5.920  0.2772
H  -4.465  -0.522  7.107  0.4385
H  -5.098  -0.437  5.450  0.2836
H  0.139  -0.557  1.887  0.3676
H  -0.757  -0.760  0.399  -0.1647
H  -0.463  -3.017  2.444  0.1686
H  0.558  -2.829  1.003  0.3942
H  -1.184  -3.120  0.852  0.2933
H  -2.609  1.343  1.395  0.1005
H  -3.979  2.182  2.087  0.3388
H  -4.169  -0.725  1.167  0.2494
H  -4.674  0.673  0.207  0.3900
H  -5.471  0.288  1.746  0.3220
O  1.806  -5.694  5.974  -0.7848
P  2.313  -4.883  7.129  1.1042
O  1.789  -5.747  8.427  -0.3432
C  2.406  -7.000  8.708  -0.3510
C  3.818  -6.829  9.239  -0.9850
O  1.179  -3.697  7.109  -0.3187
C  0.387  -3.415  5.950  -0.3058
C  -0.978  -4.074  6.100  -1.0810
O  3.313  -3.950  8.062  -0.3294
C  3.253  -2.518  8.117  -0.1134
C  2.381  -2.076  9.272  -1.1049
H  2.398  -7.628  7.812  0.2988
H  1.788  -7.490  9.461  0.3113
H  4.477  -6.414  8.472  0.2671
H  4.229  -7.790  9.556  0.4027
H  3.833  -6.142  10.085  0.2359
H  0.892  -3.718  5.034  0.3585
H  0.262  -2.333  5.896  0.2664
H  -0.896  -5.144  6.295  0.3806
H  -1.587  -3.926  5.207  0.2843
H  -1.501  -3.639  6.955  0.2681
H  2.930  -2.093  7.169  0.2443
H  4.272  -2.165  8.289  0.3480
H  1.381  -2.502  9.216  0.2627
H  2.296  -0.988  9.291  0.3708
H  2.809  -2.410  10.220  0.3200

## Properties
Highest occupied orbital energy, eV: -3.2
Strongest force on any atom, eV Å⁻¹: 7.6
Kohn-Sham gap, eV: 4.5
Net charge: -1
Multiplicity: 1
Calculated total energy, eV: -86868.352

***

Molecular formula: C4H8O
Method: DFT, ωB97M-V/def2-TZVPD

Each line ends with the Mulliken charge.
Element x y z (Å)
C  0.314  0.929  1.411  -1.2426
C  0.595  0.525  -0.037  -0.2650
C  -0.597  -0.138  -0.742  -0.6055
C  -0.379  -1.591  -1.092  0.0361
O  0.565  -2.254  -0.734  -0.4779
H  0.091  0.048  2.024  0.3191
H  -0.537  1.617  1.479  0.3347
H  1.183  1.429  1.853  0.3406
H  0.910  1.404  -0.611  0.3034
H  1.430  -0.186  -0.052  0.2886
H  -1.508  -0.117  -0.122  0.3023
H  -0.880  0.381  -1.668  0.3289
H  -1.187  -2.046  -1.708  0.3374

## Properties
Highest occupied orbital energy, eV: -9.9
SMILES: CCCC=O
Strongest force on any atom, eV Å⁻¹: 0.5
Kohn-Sham gap, eV: 11.0
ΔE to the lowest compared entry with this formula, charge and spin, kcal/mol: 8.2
Multiplicity: 1
Calculated total energy, eV: -6324.812